1.
Below is a structure of composition C35H49F5N5O6PbSSbSi3 at a distorted geometry, with properties calculated with wB97M-V/def2-TZVPD.

## Properties
HOMO-LUMO gap = 6.48 eV

```
! wB97M-V def2-TZVPD RIJCOSX def2/J DEFGRID3
* xyz -2 1
Pb -1.38 -0.39 0.69
O -6.05 4.29 -1.47
C -5.16 3.38 -0.96
C -4.25 3.73 0.03
C -3.37 2.76 0.49
N -3.39 1.51 0.04
C -4.27 1.18 -0.91
C -5.17 2.09 -1.45
C -4.28 -0.27 -1.41
O -4.93 -0.50 -2.43
O -3.48 -1.06 -0.82
C -2.28 3.14 1.50
O -2.45 4.23 2.08
O -1.31 2.35 1.56
H -5.90 5.13 -1.02
H -4.20 4.72 0.47
H -5.85 1.77 -2.23
F -6.01 -3.99 5.26
C -4.90 -3.30 4.89
C -4.89 -2.52 3.75
F -6.01 -2.45 2.99
C -3.75 -1.83 3.40
F -3.82 -1.09 2.28
C -2.56 -1.88 4.13
S -1.12 -1.04 3.65
C -2.62 -2.67 5.28
F -1.54 -2.80 6.08
C -3.75 -3.37 5.66
F -3.75 -4.13 6.78
O 0.92 -1.48 0.69
C 1.46 -2.63 0.61
C 2.88 -2.75 0.55
C 3.54 -3.94 0.37
C 2.82 -5.13 0.26
C 1.45 -5.07 0.35
C 0.74 -3.88 0.54
C -0.72 -3.94 0.63
N -1.60 -2.96 0.56
C -2.84 -3.52 0.69
C -2.73 -4.86 0.87
N -1.37 -5.11 0.82
H 3.44 -1.82 0.63
H 4.62 -3.95 0.32
H 3.32 -6.08 0.10
H 0.89 -6.00 0.22
H -3.73 -2.91 0.62
H -3.46 -5.63 1.01
H -0.93 -6.00 0.99
C 1.75 -3.38 -3.19
C 0.57 -2.45 -3.43
C -0.63 -3.24 -3.95
C 0.97 -1.36 -4.43
N 0.23 -1.91 -2.11
N -0.82 -0.97 -2.05
H 2.05 -3.88 -4.11
H 1.49 -4.13 -2.44
H 2.61 -2.83 -2.80
H -0.36 -3.78 -4.86
H -1.47 -2.59 -4.18
H -0.95 -3.96 -3.20
H 1.27 -1.80 -5.39
H 1.81 -0.78 -4.05
H 0.14 -0.68 -4.64
H 1.03 -1.50 -1.66
H -1.73 -1.42 -2.01
H -0.81 -0.29 -2.81
C 2.52 1.81 -3.32
Si 3.24 1.50 -1.60
C 3.85 -0.29 -1.54
C 4.82 2.53 -1.45
Sb 1.30 1.82 0.03
Si 0.94 4.32 -0.43
C 2.42 5.21 -1.19
C -0.45 4.42 -1.70
C 0.53 5.32 1.09
Si 2.44 2.03 2.30
C 3.86 3.28 2.30
C 1.16 2.56 3.55
C 3.11 0.36 2.80
H 3.17 1.38 -4.08
H 2.42 2.87 -3.52
H 1.53 1.35 -3.42
H 4.26 -0.57 -2.51
H 3.08 -1.01 -1.26
H 4.65 -0.39 -0.80
H 5.49 2.21 -2.26
H 5.33 2.35 -0.51
H 4.65 3.60 -1.55
H 2.72 4.80 -2.16
H 3.29 5.20 -0.53
H 2.13 6.26 -1.35
H -0.08 4.13 -2.69
H -0.84 5.44 -1.77
H -1.27 3.76 -1.44
H 1.42 5.45 1.72
H -0.28 4.91 1.68
H 0.23 6.32 0.74
H 3.51 4.27 1.99
H 4.66 2.97 1.62
H 4.27 3.37 3.30
H 0.77 3.56 3.36
H 1.62 2.54 4.55
H 0.30 1.89 3.54
H 4.06 0.14 2.29
H 2.41 -0.43 2.55
H 3.29 0.35 3.87
*
```

=====

2.
Below is an isolated molecule of C4H12N2, with properties calculated with wB97M-V/def2-TZVPD.

## Properties
energy relative to the best compared isomer or geometry (same formula, charge and spin) = 50.1 kJ/mol
HOMO-LUMO gap = 9.71 eV
SMILES string = NCCCCN

```
! wB97M-V def2-TZVPD RIJCOSX def2/J DEFGRID3
* xyz 0 1
N 1.15 0.94 -1.93
C 1.11 1.34 -0.52
C 1.23 0.13 0.41
C 0.13 -0.89 0.23
C -1.19 -0.47 0.91
N -2.24 -1.46 0.77
H 1.66 1.62 -2.49
H 0.23 0.86 -2.33
H 0.19 1.89 -0.29
H 1.94 2.02 -0.35
H 1.20 0.51 1.44
H 2.23 -0.29 0.29
H -0.10 -1.10 -0.82
H 0.42 -1.86 0.64
H -1.57 0.46 0.48
H -1.00 -0.29 1.98
H -2.96 -1.28 0.11
H -2.44 -2.13 1.48
*
```

=====

3.
Below is a structure of composition C24H38N4O4PReS, with properties calculated with wB97M-V/def2-TZVPD.

## Properties
energy relative to the best compared isomer or geometry (same formula, charge and spin) = 68.3 kJ/mol
HOMO-LUMO gap (spin up / spin down) = 7.66 / 7.61 eV
⟨S²⟩ = 0.757

```
! wB97M-V def2-TZVPD RIJCOSX def2/J DEFGRID3
* xyz 1 2
Re 1.63 -1.03 -0.93
C -4.91 -4.90 -0.88
C -3.63 -4.27 -1.36
C -3.41 -4.07 -2.72
C -2.22 -3.54 -3.18
C -1.24 -3.20 -2.26
C -1.43 -3.38 -0.90
C -2.63 -3.92 -0.46
S 0.26 -2.50 -2.84
O 1.31 -2.91 -1.87
O 0.46 -2.83 -4.21
N 0.31 -0.92 -2.49
C 0.13 0.13 -3.41
C -0.61 -0.02 -4.59
C -0.73 1.09 -5.41
C -0.14 2.28 -5.04
C 0.55 2.32 -3.84
N 0.69 1.27 -3.04
H -5.74 -4.64 -1.52
H -5.14 -4.59 0.14
H -4.81 -5.99 -0.88
H -4.18 -4.35 -3.43
H -2.04 -3.41 -4.24
H -0.64 -3.14 -0.20
H -2.78 -4.08 0.60
H -1.05 -0.97 -4.86
H -1.29 1.01 -6.33
H -0.22 3.17 -5.66
H 1.03 3.24 -3.51
O 3.94 -0.56 -1.66
N 4.34 -1.29 -0.77
O 3.36 -1.90 -0.18
C 0.19 0.70 4.27
C 0.31 -0.03 2.93
C 1.26 -1.24 3.08
C -1.07 -0.58 2.54
P 0.90 1.10 1.57
N 1.35 0.12 0.33
C -0.48 2.18 0.90
C -1.20 2.92 2.04
C -1.50 1.32 0.13
C 0.09 3.21 -0.09
C 2.48 2.00 2.01
C 3.37 1.06 2.83
C 3.30 2.34 0.75
C 2.21 3.28 2.82
H -0.19 -0.02 5.01
H -0.50 1.54 4.24
H 1.16 1.05 4.64
H 0.73 -2.00 3.65
H 2.16 -0.99 3.63
H 1.54 -1.67 2.13
H -1.35 -1.34 3.27
H -1.07 -1.04 1.55
H -1.85 0.19 2.57
H -1.73 2.24 2.71
H -1.95 3.57 1.58
H -0.53 3.55 2.63
H -2.16 0.76 0.79
H -1.02 0.64 -0.57
H -2.12 2.00 -0.45
H 0.72 3.95 0.39
H -0.76 3.74 -0.52
H 0.62 2.72 -0.91
H 3.53 0.10 2.33
H 2.98 0.88 3.83
H 4.34 1.54 2.95
H 3.58 1.44 0.20
H 4.22 2.82 1.09
H 2.81 3.02 0.07
H 1.59 3.10 3.69
H 1.74 4.06 2.21
H 3.16 3.67 3.16
*
```